1.
Computed, not measured: a structure of composition C4H3LiOPb, with ωB97M-V with the def2-TZVPD basis set.

Geometry as XYZ:
```
10
Properties=species:S:1:pos:R:3
C -0.2651 -1.2794 1.5048
C -0.8286 -2.3426 1.2598
H -1.2581 -3.3090 1.0384
Li -1.1245 -0.6616 -0.6050
O 0.7047 2.1415 0.4982
C 0.7503 1.7336 -0.6588
C 0.3761 0.7131 -1.4576
Pb 0.4794 0.7151 2.1814
H 0.0535 2.1571 -1.7382
H 1.1123 0.1324 -2.0230
```

Results
**Calculated total energy**: -429.3719 Eh
**Spin multiplicity**: 2
**F_max**: 1.82 eV/A
**Total charge**: +1
**Kohn-Sham gap (spin up / spin down)**: 0.1835 / 0.3241 hartree
**LUMO (spin up / spin down)**: -5.4 / -5.4 eV
**Energy relative to the best compared isomer or geometry (same formula, charge and spin)**: 272.6 kJ/mol
**<S²>**: 0.76

---

2.
Computed, not measured: a structure of composition C3H7NOS, with ωB97M-V with the def2-TZVPD basis set.

Geometry as XYZ:
```
13
Properties=species:S:1:pos:R:3
C -2.0327 -1.0627 0.0364
C -1.0167 1.1147 -0.1259
C 2.5434 0.1751 0.1574
H -1.5508 -1.4418 0.9457
H -1.7483 -1.6945 -0.9653
H -3.0825 -1.3243 0.4759
H -1.0264 2.3331 -0.6759
H 2.6132 1.4676 -0.3109
H 2.3176 0.3571 1.4963
H 3.8002 -0.2271 -0.3177
N 0.2620 0.7415 -0.2002
O -2.1199 0.4033 -0.1594
S 1.0410 -0.8419 -0.3563
```

Results
**Calculated total energy**: -646.4443 Eh
**Spin multiplicity**: 1
**F_max**: 6.27 eV/A
**Kohn-Sham gap**: 0.3291 hartree
**LUMO**: 0.7 eV
**Energy relative to the best compared isomer or geometry (same formula, charge and spin)**: 702.8 kJ/mol